Entry from the OMol25 dataset: C36H28N6O3PRuS2 as an isolated structure at a distorted geometry (ωB97M-V with the def2-TZVPD basis set).

Cartesian coordinates (Å):
Ru  0.7404  -1.3086  0.2691
S  2.9117  -2.1006  0.5832
S  0.4129  -1.7088  2.4952
P  -1.5474  -0.9511  -0.2168
O  2.6574  3.3505  0.1233
O  -0.1662  -5.4815  -0.5188
O  1.0559  0.7274  0.5554
N  0.8987  -0.9996  -1.8268
N  -1.3325  -0.3431  -1.8064
N  1.6132  -3.8323  5.2344
N  4.7471  -4.4064  2.7653
N  -0.1400  3.4190  -0.1702
N  0.3317  -3.1894  -0.1657
C  1.6072  2.4883  4.2558
C  2.1091  -1.2471  -3.8758
C  -0.2041  -0.6434  -3.9234
C  3.8600  -3.7540  2.4356
C  0.7600  3.0519  3.3493
C  1.6507  -3.3616  4.1861
C  0.0858  -4.3395  -0.3338
C  2.7588  -2.9328  2.0265
C  -2.2838  0.9772  1.6199
C  -2.5623  -2.4388  -0.3914
C  1.3188  1.3257  1.6697
C  0.6434  2.5428  2.0270
C  0.1812  2.8105  -2.4541
C  2.3678  1.3708  3.8627
C  2.2300  0.8026  2.6242
C  -4.4132  2.0859  1.6496
C  -3.4660  -4.2647  -1.6665
C  -2.7013  -3.1088  -1.6019
C  -2.6850  0.2415  0.5086
C  0.7502  3.0186  -1.2054
C  2.1469  2.9862  -1.0626
C  -3.1505  1.8993  2.1921
C  -4.0893  -4.7542  -0.5288
C  4.0746  3.4003  0.2641
C  -3.9501  -4.0895  0.6816
C  -0.1304  3.3186  1.1493
C  -3.1925  -2.9320  0.7502
C  0.9588  -0.9383  -4.5958
C  -4.8194  1.3458  0.5442
C  2.0285  -1.2751  -2.5061
C  2.9246  2.6267  -2.1598
C  1.6631  -2.7550  2.8900
C  2.3364  2.3898  -3.3900
C  0.9651  2.5065  -3.5508
C  -0.2032  -0.6666  -2.5270
C  -3.9643  0.4149  -0.0208
H  -0.8965  2.8887  -2.5551
H  3.9985  2.5643  -2.0600
H  0.9748  -0.9303  -5.6779
H  -3.0887  -2.4163  1.6999
H  -0.8510  3.9845  1.6133
H  0.1904  3.9363  3.6129
H  -5.0941  2.7978  2.0983
H  2.9642  2.1427  -4.2364
H  -2.1416  -0.0631  -2.3388
H  -0.9141  3.9573  -0.5304
H  4.5083  2.4028  0.1736
H  -1.2955  0.8257  2.0391
H  3.0739  0.9401  4.5631
H  2.8880  -1.5375  -1.9069
H  3.0406  -1.4860  -4.3682
H  -2.8456  2.4592  3.0673
H  -4.6770  -5.6611  -0.5827
H  -3.5637  -4.7904  -2.6074
H  4.5163  4.0700  -0.4744
H  1.7044  2.8933  5.2528
H  2.8147  -0.0615  2.3516
H  -4.3032  -0.1934  -0.8524
H  -2.2002  -2.7552  -2.4940
H  -5.8127  1.4808  0.1369
H  0.5105  2.3663  -4.5214
H  4.2558  3.7845  1.2631
H  -4.4283  -4.4744  1.5728
H  -1.1166  -0.4030  -4.4526

HOMO (alpha / beta) ... -10.7 / -10.7 eV
HOMO-LUMO gap (alpha / beta) ... 0.1973 / 0.1979 hartree
Charge ... +1
E_LUMO (alpha / beta) ... -5.28 / -5.34 eV